DFT (ωB97M-V with the def2-TZVPD basis set) results for C54H50I2N4OP2PtS as an isolated structure.

Kohn-Sham gap (spin up / spin down), eV: 7.43 / 5.12
Highest occupied orbital energy (spin up / spin down), eV: -12.099 / -12.098
⟨S²⟩: 6.068
Total charge: +2
2S+1: 5
LUMO energy (spin up / spin down), eV: -4.665 / -6.974

Element x y z (Å)
Pt: -1.48 0.16 0.20
I: -2.64 5.56 5.24
C: -2.46 3.70 4.39
C: -1.57 2.77 4.94
C: -1.44 1.53 4.36
I: -0.11 0.16 5.14
C: -2.24 1.15 3.20
O: -2.12 0.05 2.64
C: -3.19 2.14 2.70
C: -4.06 1.77 1.53
N: -3.30 1.80 0.26
C: -4.11 1.39 -0.89
C: -4.38 -0.08 -0.82
C: -5.51 -0.66 -1.36
C: -5.76 -2.01 -1.13
C: -4.89 -2.72 -0.31
C: -3.76 -2.08 0.16
N: -3.48 -0.80 -0.13
C: -3.27 3.37 3.27
H: -0.98 3.03 5.81
H: -4.92 2.44 1.49
H: -4.43 0.75 1.66
H: -2.92 2.72 0.12
H: -3.56 1.63 -1.81
H: -5.06 1.93 -0.93
H: -6.20 -0.06 -1.94
H: -6.63 -2.48 -1.55
H: -5.08 -3.75 -0.05
H: -3.06 -2.56 0.80
H: -3.98 4.09 2.90
C: 5.89 -4.20 1.77
S: 5.24 -2.61 2.33
C: 3.52 -2.83 1.83
C: 2.75 -1.54 2.08
C: 1.31 -1.59 1.58
N: 1.13 -1.77 0.08
P: 1.04 -0.19 -0.63
C: 2.74 0.43 -0.47
C: 2.97 1.78 -0.24
C: 4.27 2.26 -0.14
C: 5.34 1.38 -0.27
C: 5.11 0.03 -0.51
C: 3.82 -0.45 -0.60
C: 0.85 -0.21 -2.46
C: 1.95 -0.37 -3.31
C: 1.83 -0.25 -4.68
C: 0.60 0.06 -5.25
C: -0.51 0.22 -4.43
C: -0.38 0.09 -3.05
P: -0.49 -2.36 -0.16
C: -0.55 -2.93 -1.88
C: -1.78 -2.94 -2.53
C: -1.89 -3.44 -3.82
C: -0.77 -3.93 -4.47
C: 0.47 -3.91 -3.83
C: 0.58 -3.41 -2.54
C: -0.41 -3.96 0.75
C: -1.40 -4.43 1.61
C: -1.28 -5.68 2.20
C: -0.17 -6.47 1.95
C: 0.84 -5.99 1.13
C: 0.73 -4.74 0.53
H: 6.92 -4.25 2.09
H: 5.84 -4.28 0.69
H: 5.34 -5.02 2.23
H: 3.08 -3.66 2.40
H: 3.49 -3.10 0.77
H: 3.29 -0.70 1.66
H: 2.69 -1.36 3.16
H: 0.77 -0.71 1.93
H: 0.84 -2.45 2.05
H: 2.14 2.47 -0.15
H: 4.45 3.31 0.04
H: 6.36 1.75 -0.18
H: 5.95 -0.65 -0.60
H: 3.64 -1.51 -0.75
H: 2.93 -0.59 -2.90
H: 2.70 -0.38 -5.31
H: 0.50 0.17 -6.32
H: -1.47 0.46 -4.86
H: -1.25 0.23 -2.43
H: -2.66 -2.55 -2.03
H: -2.85 -3.44 -4.32
H: -0.85 -4.32 -5.48
H: 1.35 -4.28 -4.34
H: 1.55 -3.37 -2.06
H: -2.26 -3.84 1.86
H: -2.06 -6.03 2.86
H: -0.08 -7.44 2.41
H: 1.73 -6.59 0.94
H: 1.53 -4.38 -0.10
N: -0.66 2.02 0.25
C: -0.17 3.19 0.21
C: -0.02 3.89 -1.09
C: 1.10 4.67 -1.34
C: 1.24 5.30 -2.57
C: 0.25 5.18 -3.54
C: -0.87 4.39 -3.29
C: -1.00 3.74 -2.08
C: 0.28 3.82 1.49
C: 0.10 5.18 1.71
C: 0.55 5.75 2.90
C: 1.19 4.97 3.85
C: 1.37 3.61 3.63
C: 0.90 3.03 2.46
H: 1.87 4.78 -0.59
H: 2.12 5.91 -2.77
H: 0.36 5.69 -4.49
H: -1.64 4.29 -4.05
H: -1.87 3.12 -1.88
H: -0.38 5.80 0.96
H: 0.40 6.81 3.07
H: 1.56 5.42 4.76
H: 1.88 2.99 4.37
H: 1.03 1.96 2.29

Mulliken population analysis, charges in e, atoms 1 to 4: 4.403 0.241 -0.513 -0.154